(1)
This record from the Open Molecules 2025 dataset describes C10H11P in the gas phase. The level of theory is the ωB97M-V functional and the def2-TZVPD basis.

Values from the calculation:
2S+1: 1
E_HOMO (spin up / spin down) (Ha): -0.29880 / -0.29677
LUMO energy (spin up / spin down) (eV): -0.20 / -0.74
Orbital gap (spin up / spin down) (eV): 7.9 / 7.3
Electronic energy (hartree): -728.64816

Last column: Mulliken charge in e.
Atoms and positions in Å:
C: -0.76780 1.03401 1.95708  -1.02
C: 0.40508 1.14059 1.31054  0.38
C: -1.70105 0.29351 1.31568  -0.21
C: -1.03989 -0.36092 0.33523  -0.36
C: -1.88443 -1.43455 -0.63242  -0.19
C: -3.16112 -2.10315 -0.42400  -0.92
C: 2.77763 0.86048 0.39246  -0.77
C: 2.25391 1.38083 -1.02029  -0.83
C: 1.53489 0.32750 1.07895  -0.04
C: 0.29128 0.26149 0.11899  0.73
P: 1.03002 0.11620 -1.59631  -0.12
H: -2.83854 0.17317 1.57802  0.33
H: -1.82112 -1.17011 -1.68909  0.25
H: -1.01667 -2.19141 -0.22204  0.23
H: -4.00737 -1.63459 -0.96820  0.31
H: -3.29687 -2.54924 0.60553  0.33
H: 3.41972 -0.05168 0.27562  0.33
H: 3.32642 1.70634 0.74681  0.33
H: 1.72707 2.32057 -0.88338  0.38
H: 3.06671 1.60169 -1.69560  0.46
H: 1.60625 -0.57885 1.75206  0.36
H: 0.09587 0.85810 -2.33563  0.03

---

(2)
This record from the Open Molecules 2025 dataset describes a molecular structure, C10H12BN4O4RuSSe. The level of theory is the ωB97M-V functional and the def2-TZVPD basis.

Values from the calculation:
2S+1: 5
<S²>: 6.04
E_HOMO (spin up / spin down) (Ha): -0.44918 / -0.46861
LUMO energy (spin up / spin down) (eV): -4.95 / -7.10
Orbital gap (spin up / spin down) (eV): 7.3 / 5.7
Electronic energy (hartree): -3827.11617
Charge: +1

Last column: Löwdin spin population.
Atoms and positions in Å:
Ru: 8.16996 8.06098 7.54548  2.64
C: 5.72015 5.29045 5.48279  0.01
N: 5.53934 6.74164 5.57419  0.06
C: 5.13837 7.50242 4.51560  0.03
C: 5.03653 8.76486 4.89944  0.05
N: 5.50286 8.80922 6.23827  0.05
C: 5.88831 7.56059 6.60250  0.04
S: 6.28433 7.14472 8.22928  0.43
C: 5.92938 9.95762 6.99571  0.01
C: 5.04687 10.99375 7.28343  0.00
C: 5.52582 12.00923 8.12284  0.01
C: 6.90947 12.07844 8.42690  0.00
C: 7.68924 10.95606 8.18922  0.01
N: 7.20078 9.91325 7.46115  0.01
H: 4.97583 4.86888 4.81055  0.00
H: 5.59940 4.92234 6.49816  0.01
H: 6.74815 5.05511 5.15663  0.00
H: 4.87086 7.01188 3.58346  0.00
H: 4.68686 9.61823 4.32660  0.00
H: 4.00384 10.94071 6.96447  0.00
H: 4.79557 12.81838 8.39341  0.00
H: 7.33019 12.96940 8.91575  0.00
H: 8.67621 10.84120 8.64370  0.00
B: 9.11483 8.80228 12.04491  0.05
C: 8.76205 8.69407 10.52570  0.10
N: 8.58523 8.44744 9.39470  0.12
H: 9.78336 7.81921 12.29416  0.02
H: 9.72557 9.91418 12.26148  0.02
H: 8.05643 8.84003 12.66759  0.01
O: 8.75876 8.21479 5.64638  0.16
Se: 9.52769 6.52320 5.64909  0.02
O: 11.11124 6.57833 5.41388  0.01
O: 9.20769 6.33608 7.41020  0.11
O: 8.64141 5.57642 4.71943  0.01

---

(3)
This record from the Open Molecules 2025 dataset describes C10H12BrNSi in the gas phase. The level of theory is the ωB97M-V functional and the def2-TZVPD basis.

Values from the calculation:
2S+1: 1
E_HOMO (spin up / spin down) (Ha): -0.27871 / -0.28954
LUMO energy (spin up / spin down) (eV): -0.31 / -0.45
Orbital gap (spin up / spin down) (eV): 7.3 / 7.4
Electronic energy (hartree): -3306.22502

Last column: Mulliken charge in e.
Atoms and positions in Å:
C: -2.60306 -2.76824 1.30493  0.05
C: -1.66218 -2.24144 0.73737  -1.13
C: -0.19648 -0.31594 1.21462  0.47
C: -1.14356 0.58433 0.89561  -0.14
C: -0.39419 -1.29460 -1.13149  0.83
C: -0.31145 -1.53562 0.40120  0.61
C: -2.10573 0.72566 -0.15024  -0.26
C: 0.95378 -0.08900 2.19034  -1.36
C: 0.65881 -2.08147 -1.84562  -1.41
C: -0.44966 3.17502 -1.13822  -0.84
N: -1.05482 -0.52615 -1.75043  -0.74
Si: -1.43260 2.39889 0.37084  0.29
Br: -3.85772 0.07953 -0.05580  -0.10
H: -3.50631 -3.25337 1.61231  0.44
H: 0.63914 -2.24096 0.56663  0.47
H: 1.10175 -0.92302 2.83018  0.41
H: 0.57594 0.76688 2.79364  0.40
H: 1.94866 0.16183 1.73974  0.26
H: 0.72342 -3.12111 -1.48274  0.32
H: 1.52078 -1.45126 -1.61875  0.32
H: 0.54662 -2.05166 -2.88014  0.47
H: -1.29952 3.76277 -1.67834  0.23
H: 0.45451 3.80404 -1.01622  0.34
H: -0.13866 2.29498 -1.56927  0.24
H: -2.02420 3.17933 1.32855  -0.16

---

Question: 2S+1 of number 3 (C10H12BrNSi)?
Answer: 1

---

Question: Among the records above, which one has the highest electronic energy?
Answer: C10H11P

---

Question: The highest 2S+1 belongs to which entry?
Answer: C10H12BN4O4RuSSe

---

Copy entry 1 word for word.
This record from the Open Molecules 2025 dataset describes C10H11P in the gas phase. The level of theory is the ωB97M-V functional and the def2-TZVPD basis.

Values from the calculation:
2S+1: 1
E_HOMO (spin up / spin down) (Ha): -0.29880 / -0.29677
LUMO energy (spin up / spin down) (eV): -0.20 / -0.74
Orbital gap (spin up / spin down) (eV): 7.9 / 7.3
Electronic energy (hartree): -728.64816

Last column: Mulliken charge in e.
Atoms and positions in Å:
C: -0.76780 1.03401 1.95708  -1.02
C: 0.40508 1.14059 1.31054  0.38
C: -1.70105 0.29351 1.31568  -0.21
C: -1.03989 -0.36092 0.33523  -0.36
C: -1.88443 -1.43455 -0.63242  -0.19
C: -3.16112 -2.10315 -0.42400  -0.92
C: 2.77763 0.86048 0.39246  -0.77
C: 2.25391 1.38083 -1.02029  -0.83
C: 1.53489 0.32750 1.07895  -0.04
C: 0.29128 0.26149 0.11899  0.73
P: 1.03002 0.11620 -1.59631  -0.12
H: -2.83854 0.17317 1.57802  0.33
H: -1.82112 -1.17011 -1.68909  0.25
H: -1.01667 -2.19141 -0.22204  0.23
H: -4.00737 -1.63459 -0.96820  0.31
H: -3.29687 -2.54924 0.60553  0.33
H: 3.41972 -0.05168 0.27562  0.33
H: 3.32642 1.70634 0.74681  0.33
H: 1.72707 2.32057 -0.88338  0.38
H: 3.06671 1.60169 -1.69560  0.46
H: 1.60625 -0.57885 1.75206  0.36
H: 0.09587 0.85810 -2.33563  0.03